The following is a quantum chemistry calculation of 2 unconnected molecules or ions with the total composition C12H23P, from the Open Molecules 2025 dataset.

Atoms and positions in Å:
P: -0.81214 2.44251 -0.29701
C: 1.84162 -1.41715 -0.49644
C: -1.43545 -0.23188 -1.70042
C: 1.31171 4.11282 -1.18238
C: -1.97271 1.92380 0.83675
C: -3.31533 1.46391 0.51620
C: 0.64954 3.26875 -0.00131
C: 0.45883 -0.86993 -0.03801
C: 2.38602 -2.36479 0.56493
C: -0.23259 -0.03872 -1.12453
C: 0.10616 -2.84795 1.47947
C: -0.45206 -1.95517 0.37262
C: 1.44813 -3.38752 1.01333
H: 0.49682 -0.12420 0.73691
H: -3.98738 1.97277 1.26428
H: 0.48921 0.75723 -1.42012
H: 1.52246 -2.04106 -1.43804
H: 1.36357 5.22490 -1.01504
H: -1.85859 0.70914 -2.23938
H: 2.34999 3.81722 -1.17305
H: 1.33322 3.01551 0.84532
H: -1.19554 2.92093 -1.41229
H: 2.67189 -0.69724 -0.96038
H: -2.11643 -0.99669 -1.30991
H: 3.36249 -2.86069 0.28730
H: 1.28535 -3.99606 0.16506
H: -0.85264 -2.51016 -0.36907
H: -1.18337 -1.19464 0.80686
H: 2.73833 -1.72272 1.47016
H: -0.64411 -3.57914 1.85165
H: 0.34151 -2.39791 2.45105
H: 0.63777 3.82905 -2.13959
H: 1.84268 -3.95911 1.86319
H: -1.45894 1.52218 1.61686
H: -3.45618 0.43167 0.68436
H: -3.66383 1.78036 -0.50933

## Properties
SMILES: C=CC1CCCCC1.CC=[PH]=CC
calculated total energy: -22099.3245 eV
energy relative to the best compared isomer or geometry (same formula, charge and spin): 3.664 eV
net charge: 0



The following is a quantum chemistry calculation of a molecular structure, C23H28Br3N7O14, from the Open Molecules 2025 dataset.

Atoms and positions in Å:
Br: 0.34139 -7.66148 2.13833
Br: -0.85334 -7.02062 -0.75779
Br: 2.18497 -6.40925 -0.17844
O: 3.21181 -3.31487 5.19948
O: -2.46781 -0.37949 1.64286
O: 1.06108 -4.15598 1.43696
O: 0.92178 -3.63046 -1.13964
O: 3.53532 3.85764 -1.53580
O: -1.45270 6.91103 0.51825
O: -1.58141 -1.64412 3.13571
O: -2.94052 2.34651 -0.71971
O: -0.05744 6.00492 -0.86040
O: 2.84405 -2.19273 3.38704
O: 2.99030 1.80404 -1.68236
O: -1.03233 -3.83148 0.99386
O: -0.03042 -1.94334 -2.17212
O: -1.58163 0.78509 -1.10891
N: -0.80852 5.97937 0.04683
N: 2.73150 3.00368 -1.78924
N: 0.93534 -2.66142 -1.87397
N: -2.19660 -1.50146 2.09106
N: -2.67640 1.18825 -0.94072
N: 3.36339 -3.08633 4.01939
N: 0.13796 -3.45380 1.12400
C: 0.19321 -0.10505 -0.60992
C: 1.55939 0.31866 -0.41598
C: 0.26178 2.49190 -2.22796
C: -0.62929 3.49591 0.16647
C: 0.44660 -6.39480 0.61696
C: -2.89870 -2.66987 1.54185
C: -1.18505 4.64548 0.64074
C: -0.99995 2.91420 -2.70316
C: 4.21732 -4.08227 3.30043
C: 2.36008 -0.40310 0.49365
C: 1.34871 3.41575 -2.22984
C: -0.05045 5.01611 -3.43226
C: -0.95998 2.21483 0.51759
C: -1.91952 2.05584 1.55004
C: -3.77871 0.14308 -0.95202
C: -2.23142 4.44277 1.59008
C: 2.29375 -2.23995 -2.40618
C: -0.33101 -1.25151 -0.03480
C: 1.84624 -1.60923 1.04674
C: 0.49867 -2.07820 0.76908
C: -2.55699 3.15114 2.08205
C: 1.16454 4.62711 -2.86710
C: -1.15010 4.19649 -3.34011
H: -2.06042 1.03678 1.87878
H: -1.87291 2.32380 -2.46701
H: 2.65781 -1.40976 -1.80092
H: 5.23494 -3.83539 3.60311
H: 1.91363 5.39809 -2.76288
H: 1.95908 1.23435 -0.82605
H: -1.25955 -1.54828 -0.49969
H: -3.48367 -0.73905 -0.38377
H: -2.14341 4.57866 -3.52359
H: -4.04690 -0.06087 -1.98863
H: -0.37088 0.58795 -1.21651
H: 2.21119 -1.94316 -3.45174
H: -0.55832 1.26999 0.18239
H: -4.61741 0.64923 -0.47401
H: -0.17935 5.94823 -3.96229
H: 2.91390 -3.13634 -2.40223
H: -3.26284 3.08965 2.89715
H: 3.81478 -5.01126 3.70419
H: 2.62462 -2.04793 1.65341
H: 3.96534 -4.03831 2.24086
H: -2.44381 -3.62441 1.80648
H: 0.07766 3.66378 -0.63255
H: 0.34039 -5.33444 0.84597
H: -2.72671 -2.56202 0.47092
H: -2.64263 5.30960 2.08597
H: 0.42681 1.58487 -1.66540
H: -3.91903 -2.59650 1.91820
H: 3.36894 -0.07659 0.69859

## Properties
calculated total energy: -273495.9503 eV
energy relative to the best compared isomer or geometry (same formula, charge and spin): 10.405 eV
net charge: 0



> Which value of net charge does entry 1 give?

0